Below is an isolated molecule of C7H10, with properties calculated with the ωB97M-V functional and the def2-TZVPD basis.

The geometry in XYZ format:
```
17
Properties=species:S:1:pos:R:3
C 0.8354 0.8098 0.7005
C 2.0988 0.9039 -0.1444
C -0.5049 0.6886 -0.0772
C -0.4816 -0.5016 -0.8835
C -1.5716 1.4518 0.1693
C -1.3674 -2.7898 -0.0157
C -0.8334 -1.6756 -0.4158
H 0.9195 -0.0210 1.4098
H 0.7686 1.7187 1.3106
H 0.0470 -0.4462 -1.8307
H -1.5216 2.2799 0.8700
H -2.4941 1.3222 -0.3897
H 2.9596 1.1114 0.4998
H 2.0269 1.7094 -0.8818
H 2.2978 -0.0353 -0.6696
H -0.7581 -3.6782 0.1103
H -2.4208 -2.8480 0.2381
```

Values from the calculation:
Structure (SMILES)   C=C=CC(=C)CC
Energy relative to the best compared isomer or geometry (same formula, charge and spin)   2.815 eV
E_tot   -272.6145 Ha
Multiplicity   1

=====

Below is a cluster of 15 separate species, C33H72O27 in total, with properties calculated with the ωB97M-V functional and the def2-TZVPD basis.

The geometry in XYZ format:
```
132
Properties=species:S:1:pos:R:3
C 9.5347 5.3490 -10.8483
O 8.8156 4.1875 -11.1586
H 9.3179 6.2139 -11.4752
H 9.2973 5.6630 -9.8319
H 10.6036 5.1731 -10.9695
H 9.3279 3.6632 -11.7784
C -3.5076 7.1935 -19.9519
O -4.2428 6.3873 -20.8626
H -4.1957 7.4705 -19.1531
H -2.7278 6.5631 -19.5245
H -3.0882 8.1094 -20.3682
H -5.0389 6.8864 -21.0595
C 4.3808 10.0966 -9.7379
O 3.4442 10.6193 -8.8455
H 4.9223 10.9029 -10.2325
H 5.1792 9.5061 -9.2884
H 3.7796 9.4951 -10.4198
H 3.0240 11.3464 -9.3107
C 12.3689 0.8112 -15.6518
O 11.5217 0.7946 -14.5502
H 13.1542 1.5369 -15.4404
H 12.9262 -0.1073 -15.8360
H 11.8843 1.1358 -16.5726
H 10.7854 0.2091 -14.7418
C 2.6214 -1.8632 -10.7302
O 2.5283 -1.6593 -9.3200
H 1.9774 -2.6661 -11.0890
H 2.4784 -0.9894 -11.3659
H 3.6231 -2.2247 -10.9628
H 3.0833 -0.8908 -9.1687
C 5.3006 3.2944 -6.6810
O 5.0854 2.6862 -7.9196
H 5.0520 4.3554 -6.7030
H 4.7637 2.7805 -5.8836
H 6.3576 3.2682 -6.4160
H 5.7281 3.0604 -8.5266
C 2.9418 -3.5205 -17.8678
O 2.9153 -2.9888 -16.5626
H 2.7517 -4.5935 -17.8396
H 2.2052 -3.0855 -18.5433
H 3.8791 -3.3440 -18.3954
H 2.0006 -2.7918 -16.3481
C 8.0008 -3.5366 -14.1416
O 7.4459 -2.2933 -14.3456
H 8.8751 -3.4567 -13.4957
H 7.2933 -4.1650 -13.6006
H 8.2593 -3.9926 -15.0973
H 6.5483 -2.4708 -14.6361
C -2.2889 -0.3012 -17.7705
O -1.7908 -0.9067 -16.5758
H -2.4744 0.7627 -17.6231
H -1.5557 -0.2849 -18.5769
H -3.2334 -0.7726 -18.0422
H -2.4890 -1.1714 -15.9725
C 2.6575 11.7485 -23.2182
C 3.4112 10.4355 -23.3140
C 2.6726 9.1807 -22.8778
O 2.4766 8.4593 -24.1007
C 3.3073 8.9362 -25.0362
O 3.5632 8.3598 -26.0819
O 3.7508 10.1289 -24.6621
H 3.1069 12.6387 -23.6582
H 2.4401 12.0911 -22.2065
H 1.6342 11.6615 -23.5834
H 4.2842 10.4230 -22.6615
H 1.7435 9.4498 -22.3754
H 3.2924 8.6787 -22.1348
C -2.7774 0.7507 -24.0449
C -1.5071 0.4929 -24.9345
C -0.4426 1.6313 -24.8361
O 0.7978 1.0068 -24.5819
C 0.5422 -0.3242 -24.3165
O 1.4062 -1.0979 -23.8791
O -0.7811 -0.5509 -24.3927
H -3.4261 1.4481 -24.5749
H -2.5698 1.2816 -23.1158
H -3.3517 -0.1490 -23.8241
H -1.8104 0.2910 -25.9617
H -0.7865 2.3607 -24.1028
H -0.4803 2.1675 -25.7844
C 3.8353 2.9814 -18.0790
C 3.2687 3.5827 -16.7839
C 4.2925 3.5942 -15.6721
O 4.3642 4.9789 -15.3563
C 3.6942 5.7284 -16.2238
O 3.5404 6.9546 -16.2261
O 3.0865 4.9278 -17.0979
H 4.7861 3.4222 -18.3786
H 3.2332 3.2567 -18.9449
H 3.9923 1.9074 -17.9788
H 2.3327 3.1344 -16.4507
H 5.2525 3.1430 -15.9229
H 3.9617 3.0167 -14.8088
C 8.7006 0.8314 -24.2645
C 8.5417 0.7333 -25.8467
C 7.7075 1.7864 -26.4125
O 8.4388 2.2485 -27.5007
C 9.7128 1.6988 -27.4784
O 10.6393 2.0092 -28.2193
O 9.8179 0.9165 -26.4010
H 7.7718 1.0764 -23.7493
H 9.3604 1.6691 -24.0386
H 9.0989 -0.0242 -23.7191
H 8.1550 -0.2362 -26.1607
H 7.5152 2.6830 -25.8233
H 6.7495 1.3636 -26.7151
C 9.9072 9.2770 -16.5586
C 10.4444 8.2519 -17.5935
C 10.0950 6.8457 -17.3523
O 9.5542 6.3822 -18.5101
C 9.3119 7.4085 -19.3515
O 8.8298 7.2845 -20.4916
O 9.7295 8.5442 -18.8213
H 8.8563 9.1639 -16.2923
H 9.8503 10.2718 -17.0005
H 10.4726 9.4190 -15.6376
H 11.5298 8.3440 -17.6309
H 9.2867 6.7952 -16.6228
H 10.8921 6.1969 -16.9892
C -1.0322 5.4143 -8.9683
C -0.6512 5.3383 -10.4425
C -1.3258 4.2128 -11.2258
O -1.8765 4.9222 -12.3224
C -1.7845 6.2502 -12.1521
O -2.1927 7.0959 -12.9494
O -1.2134 6.5055 -10.9879
H -2.1220 5.4286 -8.9586
H -0.6711 6.2921 -8.4325
H -0.7545 4.5082 -8.4297
H 0.4345 5.4101 -10.5073
H -2.0639 3.7820 -10.5494
H -0.5534 3.4715 -11.4309
```

Values from the calculation:
Energy relative to the best compared isomer or geometry (same formula, charge and spin)   6.216 eV
E_tot   -3331.8568 Ha
Multiplicity   1

=====

Below is a structure of composition C33H31N2O2Ta, with properties calculated with the ωB97M-V functional and the def2-TZVPD basis.

The geometry in XYZ format:
```
69
Properties=species:S:1:pos:R:3
Ta -0.0739 -0.5908 0.6521
C 1.1614 2.1419 3.3455
C -0.0469 2.0229 2.4666
C -0.9745 0.9912 2.6886
C -2.2252 0.9710 2.0328
C -3.3200 0.0549 2.5099
C -2.4576 1.9377 1.0604
C -1.5327 2.9659 0.8034
C -1.8718 4.0447 -0.1839
C -0.3398 2.9916 1.5070
H 1.5601 1.1646 3.6156
H 0.8620 2.6402 4.2712
H 1.9471 2.7378 2.8868
H -0.8247 0.3273 3.5310
H -3.8207 0.5292 3.3565
H -2.9409 -0.9063 2.8529
H -4.0759 -0.1086 1.7438
H -3.4181 1.9669 0.5541
H -2.5752 4.7500 0.2637
H -2.3574 3.6400 -1.0736
H -0.9894 4.6037 -0.4888
H 0.3706 3.7908 1.3300
C -3.9347 -1.8937 -1.1375
C -3.6605 -3.1953 -1.5437
C -2.3793 -3.6909 -1.4177
C -1.3814 -2.8970 -0.8661
N -1.6700 -1.6448 -0.4291
C -2.9175 -1.1550 -0.5898
C 0.0269 -3.2847 -0.7320
C 0.5370 -4.4753 -1.2398
C 1.8897 -4.7496 -1.1136
C 2.7312 -3.8434 -0.4815
C 2.2206 -2.6592 0.0312
C 0.8641 -2.3611 -0.0920
H -4.9187 -1.4610 -1.2447
H -4.4412 -3.8113 -1.9701
H -2.1445 -4.6918 -1.7455
H -3.0778 -0.1353 -0.2760
H -0.1019 -5.1908 -1.7389
H 2.2901 -5.6734 -1.5086
H 3.7857 -4.0665 -0.3862
H 2.8907 -1.9699 0.5316
C 4.5566 3.0009 0.1201
C 3.6364 3.2583 -0.8873
C 2.4997 2.4760 -1.0114
C 2.2797 1.4363 -0.1135
C 3.2005 1.1714 0.8973
C 4.3375 1.9545 1.0065
N 1.1076 0.6367 -0.2179
C 0.5567 0.4073 -1.5351
C -0.6792 0.9513 -1.8923
C -1.2455 0.6498 -3.1236
C -0.5581 -0.1647 -4.0091
C 0.6956 -0.6814 -3.6745
C 1.2501 -0.4092 -2.4438
H 5.4475 3.6076 0.2059
H 3.8092 4.0666 -1.5846
H 1.7887 2.6735 -1.8045
H 3.0364 0.3509 1.5828
H 5.0606 1.7427 1.7827
H -1.1718 1.6293 -1.2089
H -2.2038 1.0703 -3.3972
H -0.9861 -0.3907 -4.9769
H 1.2288 -1.3022 -4.3815
H 2.2146 -0.8121 -2.1633
O -0.7464 -1.9419 2.2584
C 0.3735 -1.8236 2.8148
O 1.1910 -1.0014 2.2669
H 0.6553 -2.3725 3.7144
```

Values from the calculation:
Energy relative to the best compared isomer or geometry (same formula, charge and spin)   0.000 eV
E_tot   -1592.6933 Ha
Multiplicity   1
Net charge   +2

=====

no.,largest force on an atom (eV Å⁻¹),HOMO-LUMO gap (eV)
1,2.904,9.8
2,4.532,10.1
3,0.799,6.6